Run a
9
Properties=species:S:1:pos:R:3:lowdin_charge:R:1 method="wB97M-V/def2-TZVPD" homo_ev=-9.05 molar_mass_g_mol=106.5 lumo_energy_ev=0.45
C -1.4100 -0.9984 0.6943 -0.014
C 1.6800 0.6437 -0.5271 -0.818
N -1.2826 -0.2241 -0.2773 -0.178
N -0.9847 0.6136 -0.9769 0.175
O 2.5468 -0.1627 -0.7205 -0.009
Cl 1.5554 1.5912 0.8523 0.690
H -0.8903 -0.6093 1.5257 0.064
H -2.0239 -1.7926 0.6901 0.029
H 0.8092 0.9386 -1.2606 0.060

Run b
9
Properties=species:S:1:pos:R:3:lowdin_charge:R:1 method="wB97M-V/def2-TZVPD" homo_ev=-9.29 molar_mass_g_mol=106.5 lumo_energy_ev=0.71
C 0.9202 -0.2047 0.4418 -0.581
C -1.7588 0.9211 -0.1766 -0.469
N 1.6968 -1.0115 1.1133 -0.067
N -1.4497 2.0699 -0.0522 0.197
O -2.1804 -0.1113 -0.5523 0.106
Cl 1.8443 1.1202 -0.2128 0.525
H 2.7654 -0.8585 1.4182 0.163
H 1.2402 -1.8509 1.3813 0.070
H -0.8720 2.7246 0.3958 0.056

Which structure loses on stability? run a does.

Run a
17
Properties=species:S:1:pos:R:3:lowdin_charge:R:1 method="wB97M-V/def2-TZVPD" homo_ev="-7.78 / -7.78" molar_mass_g_mol=146.1 lumo_energy_ev="-0.09 / -0.09"
C -0.2302 -0.4208 -2.2950 -0.104
C -0.7998 -0.7641 -1.1347 -0.092
C 0.9166 0.4485 -2.5233 -0.101
C -0.3190 -0.5021 0.2155 -0.238
C 1.1825 1.5534 -1.8932 -0.186
C 1.0916 -0.6280 0.4978 0.014
C -1.2125 -0.2727 1.2437 -0.009
C -0.7221 0.0332 2.5238 -0.047
C 0.6253 0.0106 2.7090 -0.097
O 1.4140 2.5633 -1.3663 0.188
O 1.4544 -0.3631 1.7386 -0.015
H -0.6750 -0.7905 -3.2121 0.103
H -1.7324 -1.3149 -1.1845 0.107
H 1.5550 0.1972 -3.3579 0.119
H -2.2830 -0.2981 1.0761 0.119
H -1.3937 0.2878 3.3280 0.110
H 1.1283 0.2603 3.6345 0.131

Run b
17
Properties=species:S:1:pos:R:3:lowdin_charge:R:1 method="wB97M-V/def2-TZVPD" homo_ev=-8.35 molar_mass_g_mol=146.1 lumo_energy_ev=0.83 smiles=C#CC1Oc2ccccc2O1
C 1.9195 2.8274 1.7095 0.164
C 1.7406 2.3734 0.6190 -0.014
C 1.3440 1.6414 -0.5822 -0.169
O -0.3485 1.6488 -0.6312 0.045
C -0.6967 0.3816 -0.5669 -0.290
C -1.9046 -0.2527 -0.3132 0.003
C -1.9756 -1.6742 -0.2958 -0.105
C -0.8530 -2.3873 -0.0892 -0.126
C 0.4005 -1.7527 0.0039 0.010
C 0.4149 -0.4494 -0.4213 -0.161
O 1.6281 0.3045 -0.4576 0.033
H 2.1338 3.0913 2.6997 0.031
H 1.5773 2.0726 -1.4909 0.127
H -2.9128 0.2620 -0.2695 0.130
H -2.8527 -2.3526 -0.2724 0.118
H -0.9184 -3.3916 0.0796 0.072
H 1.3036 -2.3425 0.2786 0.134

Which structure loses on stability? run a does.

Run a
9
Properties=species:S:1:pos:R:3:lowdin_charge:R:1 method="wB97M-V/def2-TZVPD" homo_ev=-9.46 molar_mass_g_mol=114.6 lumo_energy_ev=0.74 smiles=F[C@@H](Cl)CS
F -1.0209 -1.4894 -0.2506 -0.075
C -0.1048 -0.8400 0.5270 -0.848
Cl 1.3084 -1.8803 0.9907 0.598
C 0.3966 0.3610 -0.2233 -0.597
S -1.1436 1.0694 -0.7327 0.784
H -0.5907 -0.4985 1.4665 0.110
H 0.9807 -0.0674 -1.1231 0.104
H 1.0804 1.0357 0.3425 0.100
H -0.9063 2.3095 -0.9971 -0.175

Run b
9
Properties=species:S:1:pos:R:3:lowdin_charge:R:1 method="wB97M-V/def2-TZVPD" homo_ev=-9.22 molar_mass_g_mol=114.6 lumo_energy_ev=0.74 smiles=F[C@@H](Cl)CS
F 2.0045 0.0041 0.0683 -0.006
C 0.8130 0.5908 0.2336 -0.822
Cl 0.5055 1.8898 -0.9398 0.640
C -0.1277 -0.4919 0.0341 -0.671
S -1.7187 0.0725 -0.0736 0.752
H 0.9068 1.1012 1.0963 0.070
H 0.1160 -1.2883 0.7620 0.117
H 0.0251 -0.9274 -0.8997 0.060
H -2.5245 -0.9508 -0.2813 -0.140

Which structure loses on stability? run b does.

Run a
22
Properties=species:S:1:pos:R:3:lowdin_charge:R:1 method="wB97M-V/def2-TZVPD" homo_ev=-4.20 molar_mass_g_mol=155.2 total_charge=-1 lumo_energy_ev=3.80
C -3.3926 0.4222 1.8411 -0.063
C -2.2705 -0.5818 1.4774 -0.798
O -1.1062 -0.2681 1.8188 -0.113
O -2.6497 -1.5976 0.8673 -0.093
H -3.5549 1.1139 1.0103 0.052
H -3.1318 0.9926 2.7327 0.046
H -4.3328 -0.1043 2.0145 0.048
C 1.4855 0.8492 -1.9548 -0.202
C 0.6078 1.9710 -1.3566 -0.102
C 1.7104 -0.2883 -1.0021 -0.321
C 1.4290 -0.3709 0.3327 -0.073
C 2.0535 -2.3277 -0.4570 -0.232
N 2.1014 -1.5207 -1.4720 0.076
N 1.6733 -1.6716 0.6663 0.056
H 1.0456 0.4512 -2.8626 0.096
H 2.4502 1.2805 -2.2154 0.093
H 1.2496 2.7636 -0.9561 0.065
H 0.9794 0.2818 1.0587 0.095
H 2.2784 -3.3795 -0.3659 0.104
H 1.4275 -2.0696 1.5553 0.144
H -0.0687 1.6106 -0.5856 0.063
H 0.0154 2.4432 -2.1469 0.060

Run b
22
Properties=species:S:1:pos:R:3:lowdin_charge:R:1 method="wB97M-V/def2-TZVPD" homo_ev=-4.27 molar_mass_g_mol=155.2 total_charge=-1 lumo_energy_ev=3.70
C -0.8282 -2.8078 0.3706 -0.067
C -1.1917 -1.5232 1.0498 -0.373
C -0.3569 -0.6245 1.6724 -0.081
C -2.2929 0.2906 1.2732 -0.212
N -2.3856 -0.9266 0.8002 0.064
N -1.0533 0.5425 1.8379 0.067
H -0.5837 -3.6376 1.0341 0.056
H 0.0271 -2.7243 -0.3145 0.067
H 0.6719 -0.6514 1.9883 0.109
H -3.0651 1.0404 1.2529 0.100
H -0.7475 1.5009 1.9132 0.135
H -1.6213 -3.2548 -0.2148 0.058
C 1.9895 1.2007 -1.3151 -0.179
C 0.6901 0.6910 -2.0578 -0.100
C 1.5876 2.1559 -0.1636 -0.760
O 1.2462 3.3197 -0.4222 -0.077
O 1.5967 1.6228 0.9907 -0.124
H 2.5416 0.3281 -0.9444 0.083
H 2.6122 1.6283 -2.1015 0.079
H 0.5714 -0.3883 -1.9244 0.049
H 0.7358 0.9973 -3.1064 0.052
H -0.1441 1.2204 -1.6188 0.055

Which structure loses on stability? run b does.

Run a
7
Properties=species:S:1:pos:R:3:lowdin_charge:R:1 method="wB97M-V/def2-TZVPD" homo_ev="-8.13 / -8.16" molar_mass_g_mol=70.1 lumo_energy_ev="-0.87 / -0.79"
C -1.1630 0.2250 0.1133 -0.119
C -0.4363 0.0732 -1.0371 -0.037
N -0.0157 0.8844 0.1851 -0.014
N 1.0489 -1.2614 -0.6559 0.084
O 1.7937 -0.6753 0.0566 -0.024
H -2.0299 0.2036 0.8035 0.121
H 0.8023 0.5505 0.5346 -0.012

Run b
7
Properties=species:S:1:pos:R:3:lowdin_charge:R:1 method="wB97M-V/def2-TZVPD" homo_ev="-8.88 / -8.88" molar_mass_g_mol=70.1 lumo_energy_ev="0.17 / 0.17"
O 0.1342 -0.8748 0.0295 -0.112
C 1.2311 -0.2810 -0.1451 0.054
N 0.2432 1.6431 -0.4334 0.155
N -0.8077 1.1593 -0.2168 -0.100
C -1.1026 -0.2007 -0.1006 -0.168
H 2.0146 -1.0751 -0.0556 0.081
H -1.6910 -0.4784 0.7646 0.090

Which structure loses on stability? run a does.

Run a
7
Properties=species:S:1:pos:R:3:lowdin_charge:R:1 method="wB97M-V/def2-TZVPD" homo_ev=-10.52 molar_mass_g_mol=70.1 lumo_energy_ev=-0.18 smiles="N#C/C=N/O"
N -1.4877 -2.4577 0.1920 0.104
C -0.8162 -1.4922 -0.3583 -0.096
C 0.1429 -0.3139 -0.4591 -0.157
N -0.0031 0.5567 0.4310 -0.042
O 0.6110 1.7426 0.3300 0.002
H 0.7186 -0.1231 -1.3153 0.093
H 0.8345 2.0877 1.1798 0.096

Run b
7
Properties=species:S:1:pos:R:3:lowdin_charge:R:1 method="wB97M-V/def2-TZVPD" homo_ev=-9.73 molar_mass_g_mol=70.1 lumo_energy_ev=-0.93 smiles="O=CC1=NN1"
O 0.6068 1.8984 0.2901 0.059
C -0.2335 1.0688 0.0369 -0.288
C -0.1374 -0.3286 0.6032 -0.082
N 1.0917 -0.9185 0.3203 -0.006
N 0.4941 -1.6407 -0.5011 0.093
H -1.1866 1.3253 -0.4641 0.113
H -0.6352 -1.4046 -0.2853 0.112

Run c
7
Properties=species:S:1:pos:R:3:lowdin_charge:R:1 method="wB97M-V/def2-TZVPD" homo_ev="-11.06 / -11.62" molar_mass_g_mol=70.1 lumo_energy_ev="-2.84 / -2.01"
C 1.7898 0.1885 -0.0083 -0.144
C -0.9684 0.0265 0.0740 -0.273
N 2.6672 0.8611 -0.2377 -0.013
N -0.1487 -1.0374 0.3875 0.150
O -0.9237 -1.0696 -0.7204 0.044
H -1.8020 0.1377 0.8663 0.155
H -0.6142 0.8933 -0.3613 0.080

Which structure loses on stability? run c does.